The following is a DFT calculation (ωB97M-V with the def2-TZVPD basis set) of the molecule C17H14FN3O2 in a non-equilibrium geometry.

XYZ file:
```
37
Properties=species:S:1:pos:R:3:nbo_charge:R:1
C 3.600 -3.787 1.510 -0.3696
N 2.541 -2.739 1.508 -0.3706
C 2.568 -2.028 2.574 -0.3771
C 1.498 -2.744 0.535 0.2642
C 0.517 -2.016 0.464 -0.4803
C 0.281 -1.006 1.295 0.2943
N -0.270 -0.294 2.168 -0.2853
C -0.301 -2.400 -0.465 0.5599
O -0.158 -3.352 -1.518 -0.6074
C -1.439 -1.447 -0.991 -0.1837
C -2.739 -1.772 -1.073 -0.1002
C -3.956 -1.003 -1.309 -0.2864
C -3.464 0.317 -1.370 0.0298
N -2.002 0.949 -1.165 -0.4069
C -1.334 -0.003 -0.978 0.5197
O 0.121 0.403 -1.066 -0.5423
C 0.366 1.671 -0.589 0.3936
C 1.567 2.158 -1.443 -0.2757
C 1.864 3.458 -1.045 -0.1791
C 1.171 4.391 -0.381 -0.3482
C 0.164 3.800 0.473 0.4326
F -0.569 4.554 0.948 -0.2544
C -0.207 2.613 0.274 -0.3918
H 3.739 -4.474 2.375 0.2207
H 4.402 -3.329 1.306 0.1824
H 3.587 -4.462 0.411 0.2001
H 3.684 -1.502 2.556 0.1648
H 2.532 -2.564 3.591 0.1932
H 1.965 -1.268 2.683 0.2312
H 1.700 -3.562 -0.098 0.2442
H -2.978 -2.945 -0.928 0.2227
H -4.949 -1.213 -1.478 0.2502
H -4.032 1.286 -1.293 0.2124
H 1.918 1.418 -1.929 0.2047
H 2.706 3.827 -1.637 0.1947
H 1.478 5.265 0.073 0.2127
H -1.219 2.245 0.664 0.2308
```

The molar mass is 311.3 g mol⁻¹. The LUMO energy comes out at -0.78 eV. The SMILES is CN(C)/C=C(\C#N)C(=O)c1cccnc1Oc1cccc(F)c1. The HOMO energy is -7.8 eV.